# 1
ORCA calculation (ωB97M-V/def2-TZVPD) on a 2-piece molecular cluster, C3H5NS2 overall.

Element x y z (Å)
C  -2.154  -0.942  -0.326
C  -2.452  0.151  0.048
C  0.954  0.092  -0.060
N  1.780  1.036  -0.375
S  1.356  2.489  -1.038
S  1.625  -1.401  0.609
H  -2.152  -1.966  -0.503
H  -2.523  1.183  0.230
H  -0.044  0.194  -0.114
H  2.728  0.691  -0.197
H  0.881  -1.527  1.725

The LUMO energy (spin up / spin down) is -0.1 / -0.1 eV. For the molecular weight, the calculation gives 119.214 g/mol. Its highest occupied orbital energy (spin up / spin down) is -7.901 / -7.901 eV. The calculation puts the electronic energy at -968.290971 Ha.

***

# 2
ORCA calculation (ωB97M-V/def2-TZVPD) on one molecule with the formula C3H5NS2.

Element x y z (Å)
C  -0.720  2.500  -0.931
C  0.109  0.763  0.277
C  0.689  -0.489  -0.304
N  -1.290  1.368  -0.393
S  -1.332  3.647  -1.973
S  0.860  2.410  -0.101
H  -0.205  0.730  1.381
H  0.160  -0.585  -1.251
H  0.641  -1.465  0.196
H  1.692  -0.302  -0.463
H  -1.955  0.709  -0.921

The LUMO energy is 0.4 eV. For the molecular weight, the calculation gives 119.214 g/mol. Its highest occupied orbital energy is -8.571 eV. The calculation puts the electronic energy at -968.388986 Ha.

***

# 3
ORCA calculation (ωB97M-V/def2-TZVPD) on one molecule with the formula C3H5NS2.

Element x y z (Å)
C  1.678  1.236  -1.393
C  0.091  1.033  0.378
C  0.682  -1.029  -0.742
H  2.494  1.560  -0.521
H  2.138  0.636  -2.415
H  1.022  2.090  -1.712
H  0.698  2.039  0.449
H  1.556  -1.402  -1.201
N  0.811  0.349  -0.440
S  -1.397  0.970  1.144
S  -0.370  -1.895  0.044

The LUMO energy is -0.6 eV. For the molecular weight, the calculation gives 119.214 g/mol. Its highest occupied orbital energy is -7.773 eV. The calculation puts the electronic energy at -968.329134 Ha.

***

# 4
ORCA calculation (ωB97M-V/def2-TZVPD) on one molecule with the formula C3H5NS2.

Element x y z (Å)
C  3.128  -0.958  0.598
C  2.136  0.353  -1.016
C  -1.116  0.033  -0.104
N  2.984  -0.208  -0.276
S  1.356  1.825  -0.188
S  0.115  0.716  1.074
H  3.821  -1.126  1.363
H  2.557  0.708  -2.042
H  -0.782  0.653  -0.938
H  -2.071  0.384  0.303
H  -0.956  -1.050  -0.190

The LUMO energy (spin up / spin down) is 0.7 / -1.2 eV. For the molecular weight, the calculation gives 119.214 g/mol. Its highest occupied orbital energy (spin up / spin down) is -6.073 / -8.812 eV. Its multiplicity is 3. The calculation puts the electronic energy at -968.227021 Ha.

***

# 5
ORCA calculation (ωB97M-V/def2-TZVPD) on C3H5NiO3 as an isolated structure.

Element x y z (Å)
H  -2.136  -0.508  1.017
C  -1.647  -1.249  0.376
C  -0.569  -0.664  -0.560
O  0.725  -0.642  0.075
C  1.314  0.494  0.258
O  2.502  0.308  0.700
H  -1.139  -1.928  1.069
H  -1.995  -1.942  -0.484
H  3.122  0.973  0.366
Ni  0.107  2.106  -0.388
O  -1.131  0.581  -0.738
H  -0.469  -1.307  -1.468

The LUMO energy (spin up / spin down) is -11.1 / -13.3 eV. As for the charge: +2. For the molecular weight, the calculation gives 147.763 g/mol. Its highest occupied orbital energy (spin up / spin down) is -21.079 / -21.412 eV. Its multiplicity is 4. The calculation puts the electronic energy at -1850.424108 Ha.

***

# 6
ORCA calculation (ωB97M-V/def2-TZVPD) on C3H5NiO3 as an isolated structure.

Element x y z (Å)
H  1.619  0.961  -0.260
O  0.779  1.066  0.209
C  -0.156  -0.557  -1.942
C  0.399  -0.120  0.900
O  0.476  -0.906  -2.819
O  -0.983  -0.313  -1.107
C  -0.944  -0.582  0.423
Ni  0.162  2.967  0.619
H  0.407  0.057  1.981
H  1.106  -0.936  0.695
H  -1.759  0.026  0.825
H  -1.106  -1.662  0.476

The LUMO energy (spin up / spin down) is -8.8 / -11.5 eV. As for the charge: +2. For the molecular weight, the calculation gives 147.763 g/mol. Its highest occupied orbital energy (spin up / spin down) is -17.249 / -22.278 eV. Its multiplicity is 4. The calculation puts the electronic energy at -1850.467350 Ha.

***

# 7
ORCA calculation (ωB97M-V/def2-TZVPD) on one molecule with the formula C3H5O2P.

Element x y z (Å)
C  -1.255  -0.408  0.521
C  -0.464  -0.959  -0.525
C  0.864  1.105  -0.683
O  -2.425  -0.625  0.728
O  -0.604  0.532  1.347
P  0.989  1.065  1.110
H  0.540  -1.437  -0.220
H  -0.971  -1.429  -1.422
H  1.489  0.455  -1.226
H  0.225  1.905  -1.090
H  1.611  -0.205  1.461

The LUMO energy (spin up / spin down) is -1.0 / -1.1 eV. For the molecular weight, the calculation gives 104.045 g/mol. Its highest occupied orbital energy (spin up / spin down) is -9.222 / -8.917 eV. The calculation puts the electronic energy at -609.025736 Ha.

***

# 8
ORCA calculation (ωB97M-V/def2-TZVPD) on one molecule with the formula C3H5O2S.

Element x y z (Å)
O  -1.124  2.307  -0.739
C  -0.117  1.646  -0.216
O  0.961  2.103  0.055
C  -0.560  0.202  -0.030
C  0.634  -0.739  0.046
S  0.140  -2.443  0.431
H  -1.144  0.110  0.890
H  -1.229  -0.104  -0.839
H  1.203  -0.732  -0.874
H  1.259  -0.433  0.880
H  -0.930  -2.498  -0.363

The LUMO energy (spin up / spin down) is 0.7 / -3.2 eV. For the molecular weight, the calculation gives 105.138 g/mol. Its highest occupied orbital energy (spin up / spin down) is -9.579 / -9.569 eV. Its multiplicity is 2. The calculation puts the electronic energy at -665.910067 Ha.

***

# 9
ORCA calculation (ωB97M-V/def2-TZVPD) on a 2-piece molecular cluster, C3H5O3 overall.

Element x y z (Å)
C  -0.097  -2.072  0.936
C  -0.307  -0.783  0.684
O  -0.267  -0.298  -0.596
C  -0.336  1.041  -0.756
O  -0.554  1.209  -2.057
H  0.191  -2.770  0.149
H  -0.422  -0.016  1.453
H  -0.118  -2.420  1.968
H  -1.114  1.983  -2.178
O  1.867  1.981  -0.113
H  1.156  2.145  0.512

The LUMO energy is 3.9 eV. As for the charge: -1. For the molecular weight, the calculation gives 89.070 g/mol. Its highest occupied orbital energy is -2.308 eV. The calculation puts the electronic energy at -342.907206 Ha.

***

# 10
ORCA calculation (ωB97M-V/def2-TZVPD) on one molecule with the formula C3H5O3P.

Element x y z (Å)
C  -0.577  0.053  0.275
C  0.517  -0.607  0.153
C  1.940  -0.057  0.200
O  -2.886  1.031  0.215
O  2.925  -0.917  0.032
O  2.130  1.123  0.203
P  -2.291  -0.517  0.023
H  -1.704  -0.004  -1.433
H  -0.552  1.122  0.315
H  0.661  -1.643  -0.127
H  3.606  -0.577  -0.517
H  -3.768  0.994  0.661

The LUMO energy is 0.3 eV. For the molecular weight, the calculation gives 120.044 g/mol. Its highest occupied orbital energy is -9.382 eV. The calculation puts the electronic energy at -684.330728 Ha.

***

# 11
ORCA calculation (ωB97M-V/def2-TZVPD) on one molecule with the formula C3H5O3P.

Element x y z (Å)
C  0.109  -0.302  2.024
C  0.794  0.261  1.089
C  -0.178  0.404  -2.596
O  -1.603  -0.086  -0.325
O  0.862  0.863  -3.254
O  -1.088  -0.073  -3.156
P  -0.347  0.946  -0.584
H  0.514  -0.453  2.988
H  -0.757  -0.881  1.772
H  1.761  0.743  1.175
H  0.675  0.881  -4.168
H  -2.489  -0.115  -0.898

The LUMO energy is 0.5 eV. For the molecular weight, the calculation gives 120.044 g/mol. Its highest occupied orbital energy is -8.485 eV. The calculation puts the electronic energy at -684.310121 Ha.

***

# 12
ORCA calculation (ωB97M-V/def2-TZVPD) on C3H5O3Pt as an isolated structure.

Element x y z (Å)
H  -3.344  2.259  -0.123
O  -0.254  1.132  -1.060
C  -0.435  0.038  -1.747
C  -2.062  1.638  -0.651
O  0.484  -0.807  -1.708
O  -1.642  -0.232  -2.117
C  -2.604  0.829  -1.828
Pt  1.442  0.577  -0.946
H  -1.825  2.672  -0.920
H  -2.120  1.093  0.296
H  -2.703  1.434  -2.734
H  -3.539  0.315  -1.587

The LUMO energy (spin up / spin down) is -6.1 / -8.1 eV. As for the charge: +1. For the molecular weight, the calculation gives 284.148 g/mol. Its highest occupied orbital energy (spin up / spin down) is -13.374 / -13.590 eV. Its multiplicity is 3. The calculation puts the electronic energy at -461.728018 Ha.

***

# 13
ORCA calculation (ωB97M-V/def2-TZVPD) on a 2-piece molecular cluster, C3H5O4P overall.

Element x y z (Å)
C  0.810  -0.628  -0.223
C  -0.388  -0.406  0.674
C  -1.049  0.764  0.702
O  1.232  0.287  -5.958
O  1.352  0.174  -0.967
O  -0.843  -1.513  1.231
O  2.326  0.026  -3.807
P  0.931  -0.036  -4.580
H  1.244  -1.628  -0.135
H  -0.623  1.565  0.023
H  -1.619  0.973  1.522
H  -1.564  -1.482  1.917
H  2.492  -0.420  -2.992

The LUMO energy is -0.4 eV. For the molecular weight, the calculation gives 136.043 g/mol. Its highest occupied orbital energy is -9.785 eV. The calculation puts the electronic energy at -759.608719 Ha.

***

# 14
ORCA calculation (ωB97M-V/def2-TZVPD) on C3H5O4Rh as an isolated structure.

Element x y z (Å)
O  -0.187  -1.995  0.839
C  0.276  -1.269  -0.030
C  -0.326  1.348  0.419
O  0.843  0.612  0.650
O  -0.482  -0.596  -0.939
C  -1.280  0.421  -0.335
H  -0.157  2.265  -0.172
H  -0.801  1.646  1.369
H  -1.823  0.940  -1.134
H  -1.971  -0.063  0.369
O  1.468  -1.594  -0.664
H  1.926  -2.262  -0.140
Rh  2.513  0.548  -0.231

The LUMO energy (spin up / spin down) is -4.0 / -9.0 eV. As for the charge: +1. For the molecular weight, the calculation gives 207.975 g/mol. Its highest occupied orbital energy (spin up / spin down) is -12.684 / -15.481 eV. Its multiplicity is 6. The calculation puts the electronic energy at -528.275494 Ha.

***

# 15
ORCA calculation (ωB97M-V/def2-TZVPD) on C3H5O4Tl as an isolated structure.

Element x y z (Å)
H  4.091  -1.007  1.634
C  0.346  -0.162  -0.639
O  -0.129  -0.435  0.682
C  0.166  0.466  1.707
O  1.328  0.842  1.854
O  -0.869  0.773  2.350
H  0.797  0.842  -0.656
H  1.108  -0.905  -0.926
H  -1.167  -1.282  -1.674
C  -0.882  -0.208  -1.565
O  -1.916  0.561  -1.086
H  -0.521  0.103  -2.573
Tl  -2.352  0.411  0.893

The LUMO energy (spin up / spin down) is 3.3 / 3.3 eV. As for the charge: -1. For the molecular weight, the calculation gives 309.452 g/mol. Its highest occupied orbital energy (spin up / spin down) is -3.217 / -3.217 eV. Its multiplicity is 2. The calculation puts the electronic energy at -590.688051 Ha.

***

# 16
ORCA calculation (ωB97M-V/def2-TZVPD) on a 2-piece molecular cluster, C3H5O5P overall.

Element x y z (Å)
C  1.397  1.078  -0.184
C  -1.152  0.142  0.193
C  -0.061  1.081  0.642
O  0.053  3.040  -2.303
O  2.522  2.833  -2.689
O  2.252  0.512  0.480
O  0.943  0.981  -3.542
O  0.265  0.692  2.034
P  1.216  2.140  -2.589
H  -0.729  -0.826  0.262
H  -1.851  0.102  1.012
H  -1.709  0.419  -0.737
H  -0.256  2.154  0.667
H  1.315  0.501  1.911

The LUMO energy is 6.4 eV. As for the charge: -2. For the molecular weight, the calculation gives 152.042 g/mol. Its highest occupied orbital energy is 0.421 eV. The calculation puts the electronic energy at -834.883749 Ha.

***

# 17
ORCA calculation (ωB97M-V/def2-TZVPD) on an isolated ion of composition C3H5O7S and charge -1.

Element x y z (Å)
C  0.601  0.208  -0.064
C  -0.338  -0.382  -0.957
C  2.259  0.131  -0.262
O  -2.330  1.343  0.018
O  -3.123  -0.579  -1.347
O  -2.528  -0.905  0.961
O  0.190  -0.766  0.874
O  0.396  1.564  0.310
O  -0.201  -1.211  -1.859
O  2.646  0.045  1.092
S  -2.223  -0.051  -0.379
H  2.634  1.047  -0.707
H  2.519  -0.734  -0.888
H  -0.581  1.690  0.402
H  -1.756  -0.821  1.455
H  1.834  -0.581  1.352

The LUMO energy is 3.6 eV. As for the charge: -1. For the molecular weight, the calculation gives 185.133 g/mol. Its highest occupied orbital energy is -5.811 eV. The calculation puts the electronic energy at -1042.199605 Ha.

***

# 18
ORCA calculation (ωB97M-V/def2-TZVPD) on one molecule with the formula C3H5OP.

Element x y z (Å)
C  0.311  -0.662  -0.700
C  1.208  0.181  0.257
C  -0.895  0.248  0.919
O  0.434  0.332  1.414
P  0.530  -1.315  -2.193
H  2.258  -0.181  0.297
H  1.426  1.307  -0.119
H  -1.454  1.026  0.516
H  -1.578  -0.533  1.493
H  -0.809  -2.016  -2.313

The LUMO energy is -0.4 eV. For the molecular weight, the calculation gives 88.046 g/mol. Its highest occupied orbital energy is -8.581 eV. The calculation puts the electronic energy at -533.689531 Ha.

***

# 19
ORCA calculation (ωB97M-V/def2-TZVPD) on an isolated ion of composition C3H5OS and charge -1.

Element x y z (Å)
O  0.346  -1.360  -1.916
C  0.255  -1.181  -0.711
C  -0.642  -0.266  0.042
C  0.286  0.925  0.529
S  -0.500  2.543  0.097
H  1.056  -1.696  -0.122
H  -0.973  -0.824  0.927
H  -1.496  0.164  -0.462
H  1.241  0.828  0.010
H  0.426  0.868  1.606

The LUMO energy is 4.0 eV. As for the charge: -1. For the molecular weight, the calculation gives 89.139 g/mol. Its highest occupied orbital energy is -2.532 eV. The calculation puts the electronic energy at -590.747175 Ha.

***

Table of ΔE to the lowest compared entry with this formula, charge and spin (kcal/mol), in record order: 96.71 35.20 72.76 20.84 27.13 0.00 77.04 0.00 113.51 59.76 72.69 84.11 10.04 21.93 60.44 52.22 29.14 105.98 15.78